C45H82F5N5O4PSi | ωB97M-V/def2-TZVPD

The geometry in ORCA input format:
```
! RIJCOSX wB97M-V def2-TZVPD def2/J DEFGRID3
* xyz 1 3
C -1.00 2.32 0.20
C -0.36 0.95 -0.32
N 0.95 0.93 -0.51
C -1.20 -0.41 -0.58
N -2.32 -0.23 -1.58
C -3.74 -0.65 -1.18
P -4.07 -2.04 0.04
C -4.36 -1.13 1.71
O -2.72 -3.04 0.35
C -4.43 -0.62 -2.65
C -5.93 -1.14 -2.54
C -6.94 -0.05 -3.22
C -8.24 -0.73 -3.86
C -7.47 0.85 -1.96
C -3.35 -1.34 -3.66
C -3.28 -2.88 -3.22
C -2.64 -3.91 -4.27
O -3.60 -4.41 -5.25
C -1.23 -3.48 -4.90
N -1.09 -3.81 -6.37
C -3.92 -1.08 -5.10
F -4.38 0.26 -5.34
F -5.08 -1.88 -5.36
F -3.08 -1.39 -6.20
C -2.04 -0.62 -3.03
C -1.08 0.36 -3.83
F -0.91 0.10 -5.21
F 0.24 0.09 -3.28
C -1.28 1.92 -3.64
C -2.65 2.55 -4.18
Si -2.58 4.49 -4.15
C -1.77 5.04 -5.83
C -4.44 5.05 -4.08
C -1.56 5.16 -2.66
C -0.03 4.97 -2.46
C 0.69 5.59 -1.21
C -0.07 6.40 -0.11
C -1.60 6.58 -0.33
C -2.31 5.98 -1.57
H -1.57 2.24 1.19
H -0.21 3.15 0.35
H -1.75 2.77 -0.56
H 1.35 1.86 -0.28
H -1.55 -0.74 0.46
H -0.41 -1.17 -0.93
H -2.45 0.81 -1.50
H -4.22 0.28 -0.67
H -3.89 -1.74 2.56
H -5.51 -1.12 1.82
H -3.99 -0.05 1.68
H -2.99 -3.97 0.19
H -4.55 0.51 -2.82
H -6.34 -1.30 -1.49
H -6.14 -2.13 -3.10
H -6.40 0.69 -3.91
H -8.87 0.13 -4.31
H -8.88 -1.21 -3.05
H -8.01 -1.43 -4.74
H -7.93 1.83 -2.35
H -8.22 0.21 -1.40
H -6.54 1.04 -1.30
H -2.69 -3.05 -2.23
H -4.33 -3.30 -2.99
H -2.41 -4.85 -3.64
H -3.63 -3.82 -6.03
H -0.39 -4.09 -4.38
H -0.94 -2.39 -4.79
H -0.64 -4.72 -6.51
H -0.64 -3.05 -6.88
H -1.34 -1.53 -2.86
H -1.13 2.30 -2.56
H -0.43 2.43 -4.24
H -2.75 2.27 -5.29
H -3.58 2.27 -3.57
H -0.78 4.47 -5.93
H -1.62 6.18 -5.73
H -2.54 4.76 -6.63
H -4.56 6.16 -4.34
H -4.97 4.39 -4.85
H -4.90 4.77 -3.06
H 0.60 4.41 -3.24
H 1.83 5.49 -1.05
H 0.48 6.86 0.79
H -2.24 7.18 0.40
H -3.43 6.17 -1.71
C 2.80 -0.61 5.80
C 1.52 0.03 5.20
C 1.52 -0.14 3.66
C 2.50 0.79 2.95
C 2.29 2.24 3.38
C 2.32 2.43 4.91
N 1.43 1.46 5.62
O 0.15 1.87 5.44
C 3.77 2.30 5.42
C 1.96 3.90 5.23
C 0.37 -0.84 5.78
H 3.07 -0.15 6.76
H 2.67 -1.68 6.00
H 3.66 -0.55 5.14
H 0.52 0.05 3.27
H 1.76 -1.18 3.40
H 3.53 0.48 3.15
H 2.36 0.70 1.87
H 3.05 2.86 2.90
H 1.33 2.58 2.97
H 3.81 2.33 6.51
H 4.39 3.12 5.04
H 4.27 1.39 5.09
H 0.99 4.20 4.82
H 2.69 4.58 4.79
H 1.95 4.08 6.31
H 0.33 -0.76 6.87
H 0.51 -1.89 5.53
H -0.61 -0.56 5.37
C 7.25 -5.12 4.03
C 5.97 -4.48 3.43
C 5.97 -4.65 1.89
C 6.96 -3.73 1.18
C 6.75 -2.28 1.60
C 6.77 -2.08 3.13
N 5.89 -3.05 3.85
O 4.60 -2.64 3.66
C 8.23 -2.22 3.64
C 6.42 -0.61 3.44
C 4.82 -5.34 4.00
H 7.51 -4.66 4.99
H 7.11 -6.19 4.23
H 8.11 -5.06 3.36
H 4.97 -4.46 1.49
H 6.21 -5.69 1.63
H 7.99 -4.04 1.37
H 6.82 -3.82 0.09
H 7.51 -1.65 1.13
H 5.79 -1.93 1.19
H 8.26 -2.18 4.73
H 8.85 -1.40 3.27
H 8.73 -3.13 3.32
H 5.45 -0.31 3.04
H 7.15 0.07 3.00
H 6.41 -0.43 4.52
H 4.77 -5.26 5.09
H 4.96 -6.40 3.76
H 3.84 -5.07 3.60
*
```

Its calculated total energy is -94371.7267 eV. As for the expectation value of S²: 2.0089. The HOMO energy (alpha / beta) is -10.425 / -11.053 eV. Its frontier orbital gap (alpha / beta) is 7.8 / 8.4 eV.

---

C9H14N3 | ωB97M-V/def2-TZVPD

The geometry in ORCA input format:
```
! RIJCOSX wB97M-V def2-TZVPD def2/J DEFGRID3
* xyz 1 1
C 3.22 -0.83 -0.13
C 2.80 0.48 -0.27
C 2.10 -1.61 0.25
C 1.42 0.43 0.02
C 0.41 1.42 0.10
C -0.22 -1.22 0.79
C -1.37 -0.17 0.01
C -2.71 -0.37 0.72
C -1.52 -0.56 -1.52
N 1.09 -0.80 0.42
N -0.87 1.14 0.29
N 0.66 2.76 0.14
H 4.15 -1.26 -0.31
H 3.45 1.22 -0.76
H 1.97 -2.62 0.68
H -0.42 -1.01 1.79
H -0.23 -2.27 0.65
H -3.35 0.61 0.72
H -2.60 -0.83 1.74
H -3.18 -1.08 0.06
H -2.32 0.10 -1.78
H -1.81 -1.62 -1.58
H -0.64 -0.42 -2.21
H -1.54 1.99 0.09
H 1.54 3.12 0.33
H -0.08 3.38 -0.23
*
```

Its calculated total energy is -14023.4469 eV. The HOMO energy is -12.687 eV. Its frontier orbital gap is 8.8 eV.

---

C2H11NO3 | ωB97M-V/def2-TZVPD

The geometry in ORCA input format:
```
! RIJCOSX wB97M-V def2-TZVPD def2/J DEFGRID3
* xyz 0 1
C -0.45 -1.75 0.50
O -1.10 -0.65 1.19
C 1.03 -1.43 0.27
N 1.24 -0.66 -0.96
H -0.35 -2.61 1.21
H -1.28 -1.94 -0.23
H -0.78 0.23 0.95
H 1.50 -1.16 1.22
H 1.61 -2.37 0.03
H 0.37 -0.52 -1.46
H 1.71 0.22 -0.83
H -0.34 2.46 1.32
H -1.84 2.47 0.92
O -1.02 1.98 0.82
H -0.08 2.67 -1.72
H -0.27 1.32 -1.22
O 0.04 1.76 -2.02
*
```

Its calculated total energy is -9883.7216 eV. The HOMO energy is -8.867 eV. Its frontier orbital gap is 9.0 eV.

---

C3H12N3O | ωB97M-V/def2-TZVPD

The geometry in ORCA input format:
```
! RIJCOSX wB97M-V def2-TZVPD def2/J DEFGRID3
* xyz 1 1
N -0.50 1.14 -1.20
C -0.60 2.33 -0.34
O -1.68 3.15 -0.66
H -1.33 0.57 -1.10
H -0.49 1.45 -2.16
H -0.66 1.98 0.70
H 0.31 2.91 -0.49
H -2.44 2.93 -0.12
C 0.09 -1.74 1.00
C 1.20 -1.62 0.27
N 1.67 -0.30 -0.17
N -0.48 -2.95 1.30
H -0.43 -0.91 1.45
H 1.82 -2.47 0.02
H 2.33 -0.42 -0.93
H 0.83 0.27 -0.54
H 2.15 0.23 0.55
H -0.47 -3.67 0.59
H -1.34 -2.89 1.81
*
```

Its calculated total energy is -9816.5862 eV. The HOMO energy is -12.819 eV. Its frontier orbital gap is 9.8 eV.

---

Energy above the lowest of the compared OMol25 structures with the same formula, charge and spin across the listed records, respectively: 6.552 0.535 1.478 2.227 eV.